Below is 10 unconnected molecules or ions with the total composition C25H71F3N13O12S at a distorted geometry, with properties calculated with wB97M-V/def2-TZVPD.

Values from the calculation:
Frontier orbital gap ... 9.2 eV
E_LUMO ... 2.228 eV
Charge ... -1

```
125
C25H71F3N13O12S | the Open Molecules 2025 dataset | wB97M-V/def2-TZVPD
C -8.033 -1.163 1.211
C -1.062 3.885 2.517
H 1.474 1.787 3.194
O -1.318 -7.707 1.594
H 4.671 -3.513 -3.736
H -1.098 1.913 3.357
F -1.867 -1.605 0.834
H 1.149 2.333 5.698
C -0.678 -1.068 0.492
H -0.606 -0.064 -5.033
O 0.475 4.954 1.127
H 3.564 1.064 2.469
H 0.367 1.915 -1.734
H 3.314 6.012 3.826
H -9.134 -1.153 1.296
C -0.844 -6.710 1.118
H -0.370 3.153 0.673
H 1.546 3.893 4.271
N 3.006 -2.697 1.171
C 3.774 -1.815 1.874
H 2.544 -1.348 -3.871
C 4.799 2.382 -0.964
H 0.918 -0.693 -4.342
N -3.756 -1.229 -1.931
C -1.756 2.545 2.802
C 0.439 1.392 -3.723
O -5.738 -2.413 -1.601
C -4.890 -0.489 2.570
O 3.026 -5.469 -3.592
H -4.579 -0.192 3.583
H 2.208 4.490 0.093
H -7.698 -1.321 2.228
H -3.983 -0.664 2.040
H 2.968 1.721 -1.751
H 5.683 1.051 0.370
O 1.370 -1.383 -1.154
O 3.681 4.020 4.397
C 3.660 -3.160 -4.004
H 0.901 3.062 1.865
H -1.158 -5.470 2.705
N 3.868 1.424 -1.386
C 3.131 -6.303 -2.537
H 1.229 5.896 -0.455
H -9.214 0.356 -0.738
H 3.903 0.497 -0.990
H 2.848 1.851 5.923
H 0.763 4.223 -0.879
H 4.294 1.602 3.773
H 2.557 -2.036 3.653
H 3.879 -1.633 -2.588
H -1.542 1.882 -3.249
H 6.336 2.679 0.174
N -0.432 -6.652 -0.177
O 0.480 -3.356 0.023
N 3.406 1.153 3.492
O 4.748 3.554 -1.302
O -0.790 -2.277 -1.804
H -7.688 -1.979 0.570
C -7.644 0.265 0.758
C 3.551 -1.713 -3.615
H 4.271 -2.947 -5.925
C 2.303 1.990 3.881
H 2.931 -2.611 0.152
C 1.187 4.886 -0.064
H 2.214 -3.206 1.604
C -4.466 -2.387 -1.509
N -8.240 0.675 -0.557
H -4.378 -4.188 -0.560
H -2.788 -1.446 -2.131
H 4.207 -1.112 -4.278
S 0.237 -2.154 -0.759
H 2.243 -6.427 -1.957
H -0.550 4.256 3.439
C 2.490 3.571 3.801
C -0.714 2.308 -3.909
H -1.614 5.745 1.615
F -0.014 -0.778 1.633
H -0.606 -0.620 -3.407
H 2.544 3.856 2.743
C 0.038 -0.096 -4.126
H -2.526 2.768 3.512
H -7.768 0.314 -1.371
H -2.230 4.345 -3.990
H -1.123 5.471 -3.280
H 3.374 -4.302 -5.663
N -0.770 -5.491 1.750
N 5.833 1.869 -0.179
H 1.250 1.603 -4.416
H -6.113 1.512 0.259
H 0.041 -5.829 -0.620
C 2.814 -4.091 -3.122
N 3.510 -1.809 3.260
C 4.105 5.228 3.852
H -0.352 -7.529 -0.706
H -5.511 -0.225 0.274
H 1.177 0.544 -2.035
O 4.700 -1.135 1.417
H 3.149 -3.949 -2.115
C -1.501 4.435 -3.236
N -2.015 4.910 2.078
H 4.396 5.201 2.807
N -3.844 -3.382 -0.811
F -0.923 0.102 -0.089
H 4.924 5.659 4.461
H -2.126 2.031 1.966
H 3.908 -0.882 3.675
C 1.905 1.695 5.310
H 1.757 -3.920 -3.170
H -5.477 -1.419 2.574
O -0.395 3.578 -3.531
C 0.039 3.705 1.485
C -6.137 0.533 0.759
H -8.112 1.042 1.416
H 3.920 -5.974 -1.824
H -1.857 4.129 -2.247
H 3.369 -7.310 -2.976
H -0.629 -4.629 1.227
H 1.542 0.717 5.406
N 3.434 -3.305 -5.437
O -5.681 0.583 2.105
H -2.860 -3.361 -0.794
H -4.335 -0.551 -2.406
N 0.978 1.433 -2.400
H -2.768 4.492 1.513
H -1.015 2.199 -4.957
```

Löwdin atomic charge list, values in e, 99 entries:
1 C -0.060
2 C -0.416
3 H 0.111
4 O 0.027
5 H 0.137
6 H 0.062
7 F 0.101
8 H 0.061
9 C -0.629
10 H 0.079
11 O -0.180
12 H 0.088
13 H 0.077
14 H 0.095
15 H 0.070
16 C -0.726
17 H 0.104
18 H 0.115
19 N 0.147
20 C -0.664
21 H 0.054
22 C -0.656
23 H 0.043
24 N 0.155
25 C -0.038
26 C -0.411
27 O -0.072
28 C -0.104
29 O -0.183
30 H 0.094
31 H 0.087
32 H 0.054
33 H 0.054
34 H 0.050
35 H 0.053
36 O -0.300
37 O -0.170
38 C -0.460
39 H 0.115
40 H 0.114
41 N 0.160
42 C -0.178
43 H 0.087
44 H 0.074
45 H 0.069
46 H 0.110
47 H 0.093
48 H 0.097
49 H 0.104
50 H 0.070
51 H 0.151
52 H 0.096
53 N 0.133
54 O -0.343
55 N 0.036
56 O 0.002
57 O -0.334
58 H 0.074
59 C -0.404
60 C -0.063
61 H 0.081
62 C -0.423
63 H 0.072
64 C -0.101
65 H 0.100
66 C -0.592
67 N 0.006
68 H 0.106
69 H 0.049
70 H 0.091
71 S 0.481
72 H 0.058
73 H 0.132
74 C -0.196
75 C -0.279
76 H 0.081
77 F 0.108
78 H 0.049
79 H 0.103
80 C -0.029
81 H 0.074
82 H 0.050
83 H 0.064
84 H 0.097
85 H 0.068
86 N 0.141
87 N 0.140
88 H 0.133
89 H 0.120
90 H 0.097
91 C -0.140
92 N 0.088
93 C -0.134
94 H 0.109
95 H 0.111
96 H 0.013
97 O -0.022
98 H 0.103
99 C -0.074

=====

Below is 11 unconnected molecules or ions with the total composition C25H72O19 at a distorted geometry, with properties calculated with wB97M-V/def2-TZVPD.

Values from the calculation:
Frontier orbital gap ... 10.0 eV
SMILES ... CC(C)O.CC(C)O.CC(C)O.OCCO.OCCO.OCCO.OCCO.OCCO.OCCO.OCCO.OCCO
E_LUMO ... 0.251 eV

```
116
C25H72O19 | the Open Molecules 2025 dataset | wB97M-V/def2-TZVPD
C 6.533 1.334 -0.962
H 0.588 0.803 -1.947
H 0.127 2.486 3.257
H 0.634 -4.787 2.971
C 4.100 -1.982 0.956
C -0.633 -0.304 0.658
H 3.156 0.548 -3.251
O -2.715 2.502 -2.484
H -1.082 -0.871 -0.158
O 2.555 0.292 -3.955
H -0.116 3.251 -3.290
C -3.113 -3.661 1.785
C -1.784 -4.284 1.318
H 1.956 -4.419 1.946
C 1.799 -3.130 3.709
H 1.611 -1.218 -2.896
O -1.376 4.834 -3.825
H 0.650 -1.061 -5.240
H 0.482 1.358 1.151
O -3.047 -3.465 3.148
C -1.411 -2.648 -2.816
H -3.168 -1.750 -1.769
H 6.633 0.610 -0.153
H -3.303 -2.768 1.189
C 1.061 0.929 -0.973
H -4.908 1.809 5.181
C -2.888 -2.458 -2.549
H -3.278 -0.303 2.881
C 0.039 1.026 0.212
H -3.336 -2.133 -3.488
H 1.148 -2.385 3.253
H -2.212 2.402 -1.672
C -4.368 -0.301 2.841
H 6.948 0.781 -1.805
C 1.687 -4.505 2.998
H -0.068 -0.928 1.350
H 3.618 -2.507 -0.840
C 4.879 2.880 -2.318
H -2.916 1.332 -0.125
H -0.483 2.778 -0.251
H -5.586 1.386 -1.142
H -5.919 1.102 3.328
H -3.650 -2.769 3.421
H 4.534 1.712 -0.440
H 5.328 2.704 -3.295
C 3.114 -0.862 1.385
C 2.240 -1.038 -3.768
H 6.151 -1.055 1.156
H -4.348 -3.507 -1.695
H 2.217 -5.357 4.619
H 0.091 5.086 -0.245
H 6.007 -2.730 1.596
H -4.703 2.954 -3.045
H 1.663 0.032 -0.824
H 2.961 -0.885 2.464
C -1.740 3.027 2.899
O -3.491 -3.668 -2.097
C 5.487 -1.773 1.638
C -4.521 1.522 -1.333
H -4.268 0.593 -1.845
O 4.225 -1.886 -0.430
H 2.105 -0.976 0.989
C -4.830 1.080 3.334
C -2.510 4.253 2.412
O -4.988 -1.310 3.625
H -1.064 -3.628 -1.194
H 1.116 -2.683 -4.750
H -3.462 3.919 1.998
H 1.478 4.979 -1.904
O -0.150 4.526 -0.986
O -3.869 1.432 -0.069
H -2.019 4.538 -3.176
H -1.949 4.735 1.612
C -4.107 2.753 -2.155
C -0.067 4.332 -3.420
C 0.424 5.028 -2.177
O -0.324 3.236 2.862
O -2.694 5.181 3.440
H -1.192 -3.332 -3.636
H -4.832 -1.156 4.559
O 2.364 -1.843 -6.095
H 0.599 -3.885 5.006
H 0.588 4.581 -4.256
C 5.053 1.670 -1.397
O -4.333 1.247 4.656
H -3.984 -4.279 1.565
H 3.274 -1.897 -5.796
O -0.598 -2.974 -1.721
O -1.759 -4.623 -0.060
H 3.746 -2.993 1.157
H -4.724 -0.352 1.813
H -4.439 1.823 2.639
H 7.094 2.217 -0.657
H 1.571 1.888 -1.064
H -0.980 -3.581 1.538
H 0.227 6.100 -2.160
H 3.431 0.173 1.255
H -1.515 -5.215 1.816
H -2.447 -5.237 -0.325
H 5.394 -1.451 2.675
O -0.947 1.945 -0.139
H 3.835 3.171 -2.430
O 4.587 0.531 -2.033
H -0.981 -1.734 -3.225
O 1.297 -3.228 5.051
C 1.498 -1.682 -4.951
H -2.020 2.166 2.292
H 2.866 -2.927 3.618
H 4.438 -0.177 -1.401
O 2.318 -5.538 3.682
H -1.513 -0.011 1.232
H -4.286 3.655 -1.571
H 3.157 -1.607 -3.613
H 5.312 3.732 -1.792
H -2.963 6.007 3.031
H -2.016 2.742 3.914
```

Löwdin atomic charge list, values in e, 99 entries:
1 C -0.029
2 H 0.079
3 H 0.080
4 H 0.095
5 C -0.440
6 C -0.018
7 H 0.036
8 O -0.075
9 H 0.071
10 O -0.049
11 H 0.114
12 C -0.263
13 C -0.195
14 H 0.115
15 C -0.217
16 H 0.093
17 O -0.074
18 H 0.117
19 H 0.118
20 O -0.046
21 C -0.256
22 H 0.107
23 H 0.045
24 H 0.113
25 C -0.010
26 H 0.092
27 C -0.218
28 H 0.112
29 C -0.437
30 H 0.117
31 H 0.104
32 H 0.037
33 C -0.233
34 H 0.082
35 C -0.268
36 H 0.062
37 H 0.106
38 C -0.027
39 H 0.035
40 H 0.057
41 H 0.117
42 H 0.126
43 H 0.044
44 H 0.120
45 H 0.093
46 C -0.047
47 C -0.287
48 H 0.057
49 H 0.085
50 H 0.083
51 H 0.097
52 H 0.078
53 H 0.120
54 H 0.054
55 H 0.061
56 C -0.226
57 O -0.075
58 C -0.024
59 C -0.224
60 H 0.102
61 O -0.054
62 H 0.048
63 C -0.231
64 C -0.247
65 O -0.066
66 H 0.012
67 H 0.107
68 H 0.108
69 H 0.113
70 O -0.094
71 O -0.082
72 H 0.047
73 H 0.114
74 C -0.183
75 C -0.189
76 C -0.227
77 O -0.066
78 O -0.047
79 H 0.117
80 H 0.095
81 O -0.078
82 H 0.080
83 H 0.125
84 C -0.478
85 O -0.062
86 H 0.120
87 H 0.072
88 O -0.076
89 O -0.087
90 H 0.124
91 H 0.115
92 H 0.089
93 H 0.073
94 H 0.079
95 H 0.111
96 H 0.122
97 H 0.082
98 H 0.118
99 H 0.105